# 1
Entry from OMol25: a structure of composition C6H9NO2 in a non-equilibrium geometry (wB97M-V/def2-TZVPD).

**LUMO**: -0.11 eV
**Energy**: -11943.0624 eV
**Spin multiplicity**: 1
**Orbital gap**: 9.155 eV

CARTESIAN COORDINATES (ANGSTROEM)
C -1.363 0.407 0.473
C 0.149 0.555 0.125
C 1.066 0.209 1.280
C 1.118 -1.192 0.734
C 0.937 -0.505 -0.652
C 0.118 -0.396 -2.016
H -3.357 0.033 0.552
H -1.825 1.650 0.689
H -1.299 0.035 1.476
H 0.473 0.462 2.213
H 2.010 0.583 1.197
H 2.113 -1.773 0.550
H 0.226 -1.561 1.018
H 1.848 0.200 -1.232
H -0.076 -0.901 -3.004
N -0.145 0.865 -2.201
O -2.389 -0.275 -0.337
O 0.394 1.605 -0.865


# 2
Entry from OMol25: a structure of composition C6H9NO2 in a non-equilibrium geometry (wB97M-V/def2-TZVPD).

**LUMO**: 0.55 eV
**Energy**: -11948.2803 eV
**Spin multiplicity**: 1
**Orbital gap**: 10.167 eV

CARTESIAN COORDINATES (ANGSTROEM)
C 0.791 -0.764 -1.624
C 0.422 0.349 -0.660
C -0.815 0.062 0.250
N -0.100 0.472 1.465
C 1.330 0.524 0.556
O 2.260 1.284 0.703
C -1.987 0.864 -0.091
C -2.977 1.450 -0.464
H 0.898 -1.726 -1.103
H -0.005 -0.878 -2.372
H 1.749 -0.540 -2.110
H 0.331 1.314 -1.176
H -1.090 -1.005 0.269
H -0.545 0.972 2.226
H -3.936 1.823 -0.778
H 0.539 -0.848 2.028
O 1.662 -1.307 1.737
H 1.474 -2.044 1.146


# 3
Entry from OMol25: the molecule C6H9NO2 (wB97M-V/def2-TZVPD).

**LUMO**: -0.77 eV
**Energy**: -11951.8296 eV
**Spin multiplicity**: 1
**Structure (SMILES)**: C[C@H](CO)CC(=O)C#N
**Orbital gap**: 9.755 eV

CARTESIAN COORDINATES (ANGSTROEM)
C 0.519 0.085 0.726
C 0.046 1.410 0.081
C 0.570 -1.101 -0.283
C -0.358 -0.250 1.928
C -0.302 -0.855 -1.486
O -1.343 1.586 0.053
C 0.475 -0.448 -2.649
O -1.505 -0.948 -1.512
N 1.132 -0.122 -3.528
H -1.762 0.879 -0.452
H 1.542 0.252 1.073
H 0.481 1.512 -0.927
H 0.415 2.244 0.686
H 0.218 -2.007 0.218
H 1.602 -1.255 -0.611
H -0.410 0.606 2.594
H 0.050 -1.096 2.477
H -1.369 -0.492 1.611


# 4
Entry from OMol25: the molecule C6H9NO2 in a non-equilibrium geometry (wB97M-V/def2-TZVPD).

**LUMO (spin up / spin down)**: 0.05 / 0.05 eV
**Energy**: -11949.1307 eV
**Spin multiplicity**: 1
**Orbital gap (spin up / spin down)**: 8.391 / 7.802 eV

CARTESIAN COORDINATES (ANGSTROEM)
C 1.272 -1.003 -1.037
C -0.895 0.474 -0.342
C 1.363 0.432 -1.539
C 0.089 1.296 -1.213
C -0.552 0.013 0.993
C -1.435 -0.828 1.879
N 0.533 -1.530 -0.293
O -1.914 0.052 -0.865
O 0.415 0.635 1.718
H 1.808 -1.588 -1.756
H 2.267 0.916 -1.158
H 1.511 0.408 -2.601
H -0.551 1.550 -2.029
H 0.440 2.230 -0.848
H -1.183 -0.595 2.830
H -1.138 -1.888 1.983
H -2.449 -0.838 1.708
H 0.418 0.264 2.570


# 5
Entry from OMol25: a cluster of 2 separate species, C6H9NO2S in total in a non-equilibrium geometry (wB97M-V/def2-TZVPD).

**LUMO**: -1.03 eV
**Energy**: -22782.8005 eV
**Spin multiplicity**: 1
**Orbital gap**: 6.925 eV

CARTESIAN COORDINATES (ANGSTROEM)
C 1.186 -0.225 -0.800
C 0.384 -0.322 0.108
C 0.726 -3.148 0.846
C 2.174 -0.880 -1.687
C -1.913 0.101 0.123
C -0.602 -0.124 2.251
N -0.682 -0.026 0.886
O 1.758 -3.207 1.346
O -1.100 -3.294 -1.099
S -0.865 -3.180 0.360
H 1.812 -1.901 -1.902
H 3.095 -0.936 -1.074
H 2.477 -0.320 -2.630
H -2.640 -0.807 0.124
H -2.505 1.051 0.395
H -1.500 0.305 -0.862
H -0.925 -1.107 2.512
H 0.375 -0.012 2.624
H -1.258 0.669 2.750


# 6
Entry from OMol25: a cluster of 2 separate species, C6H9NO2S2 in total in a non-equilibrium geometry (wB97M-V/def2-TZVPD).

**LUMO**: -1.47 eV
**Energy**: -33620.6831 eV
**Spin multiplicity**: 1
**Orbital gap**: 8.171 eV

CARTESIAN COORDINATES (ANGSTROEM)
C -0.834 1.053 -2.473
C -0.747 -0.539 -0.062
C -0.637 -0.404 3.173
C 2.539 0.877 -2.088
C -1.512 0.156 2.061
C 0.333 -0.307 -1.050
N -1.331 1.734 -3.244
O -1.518 -1.468 -0.140
O -0.711 0.371 0.895
S 0.668 -1.676 -2.091
S 1.614 0.749 -0.534
H -1.207 -0.472 4.094
H -0.275 -1.395 2.907
H 0.221 0.244 3.331
H 3.340 1.589 -1.920
H 1.859 1.242 -2.854
H 2.944 -0.093 -2.361
H -1.915 1.134 2.332
H -2.328 -0.531 1.816
H -0.501 -2.264 -1.793